1.
{
  "formula": "C29H30IrN3O2P",
  "method": "ωB97M-V/def2-TZVPD",
  "homo_lumo_gap_ev": [3.398, 3.420],
  "total_charge": 1,
  "homo_ha": [-0.3439, -0.3445],
  "de_lowest_kcal_mol": 125.0,
  "lumo_energy_ev": [-6.0, -6.0],
  "species": ["Ir", "N", "C", "C", "C", "C", "C", "C", "P", "C", "C", "C", "C", "C", "C", "C", "C", "C", "C", "C", "C", "H", "H", "H", "H", "H", "H", "H", "H", "H", "H", "H", "H", "H", "H", "H", "H", "C", "C", "N", "O", "C", "C", "N", "O", "H", "H", "H", "H", "H", "H", "H", "C", "C", "C", "C", "C", "C", "C", "H", "H", "H", "H", "H", "H", "H"],
  "positions_angstrom": [[0.691738, 0.201486, 0.216961], [-1.245262, 1.677686, 0.026461], [-2.556262, 1.074086, 0.065661], [-3.699862, 1.849186, 0.214361], [-4.944862, 1.244586, 0.236461], [-5.057862, -0.132014, 0.106961], [-3.922362, -0.901614, -0.047439], [-2.668162, -0.301714, -0.086539], [-1.154862, -1.333214, -0.102039], [-1.367262, -2.385914, -1.555639], [-2.186662, -1.970714, -2.607239], [-2.292862, -2.751114, -3.742539], [-1.553062, -3.917014, -3.865139], [-0.695362, -4.301514, -2.846039], [-0.598062, -3.540814, -1.695539], [-1.567462, -2.184714, 1.452961], [-2.305862, -3.353014, 1.553061], [-2.661162, -3.829614, 2.805661], [-2.255862, -3.164014, 3.949061], [-1.515962, -1.994414, 3.847561], [-1.186062, -1.498914, 2.602861], [-1.233562, 2.498686, 0.629861], [-1.082062, 2.012186, -0.923939], [-3.615562, 2.923386, 0.313861], [-5.828962, 1.852786, 0.350561], [-6.029662, -0.599614, 0.139861], [-3.991762, -1.976114, -0.127839], [-2.749062, -1.049014, -2.537339], [-2.954862, -2.446814, -4.538239], [-1.649262, -4.520514, -4.752839], [-0.095162, -5.191514, -2.957939], [0.065138, -3.832514, -0.893939], [-2.584462, -3.901114, 0.665961], [-3.252762, -4.727114, 2.893861], [-2.489362, -3.563814, 4.924561], [-1.197962, -1.479614, 4.741461], [-0.584162, -0.591114, 2.495761], [5.051638, -0.764514, -0.364039], [3.587638, -0.713414, -0.115739], [2.864238, 0.356086, -0.311239], [3.569138, 1.461486, -0.766439], [2.906938, -1.897114, 0.300061], [3.576938, -3.233914, 0.287561], [1.654738, -1.765914, 0.672861], [0.909738, -2.764114, 0.886761], [5.444138, 0.228886, -0.550039], [5.259538, -1.387114, -1.231639], [5.552638, -1.209514, 0.490561], [2.971438, 2.245686, -0.667439], [4.421338, -3.246314, 0.974361], [3.935638, -3.484914, -0.708139], [2.860438, -3.985514, 0.607661], [1.479438, 3.235486, -0.193539], [1.898638, 4.554386, -0.091839], [2.032838, 5.363486, -1.255439], [2.364538, 6.689786, -1.153539], [2.578538, 7.268886, 0.095061], [2.500638, 6.488986, 1.246761], [2.185038, 5.156186, 1.164961], [1.125738, 2.859286, -1.141939], [1.343838, 2.636586, 0.703161], [1.867238, 4.915086, -2.225539], [2.455838, 7.288686, -2.046639], [2.807038, 8.318386, 0.169761], [2.685738, 6.937586, 2.210461], [2.125638, 4.552486, 2.059661]],
  "atomic_forces_ev_per_a": [[-0.157, -4.098, -0.371], [1.390, 0.167, -0.321], [-0.403, -0.622, -0.151], [0.102, 0.055, 0.080], [0.078, 0.101, -0.020], [-0.039, -0.060, 0.016], [-0.073, 0.222, -0.110], [0.314, 0.119, -0.147], [0.069, 1.566, 1.190], [0.462, 0.163, -0.062], [-0.002, 0.021, 0.224], [-0.012, -0.042, -0.132], [-0.037, 0.072, 0.112], [-0.024, -0.041, -0.113], [-0.068, -0.008, 0.188], [0.120, -0.018, -0.071], [0.141, 0.108, -0.090], [-0.007, -0.062, 0.087], [0.048, -0.003, 0.046], [-0.066, 0.016, 0.033], [0.156, 0.150, -0.103], [0.139, -0.126, -0.046], [0.009, 0.088, 0.087], [-0.002, 0.077, 0.020], [-0.071, 0.048, 0.032], [-0.088, -0.043, -0.006], [-0.091, -0.075, -0.022], [-0.036, -0.039, 0.020], [-0.052, 0.049, -0.095], [0.029, -0.082, -0.130], [0.030, -0.102, 0.050], [0.064, -0.040, 0.037], [-0.083, -0.074, -0.137], [-0.017, -0.152, -0.033], [-0.112, -0.021, 0.050], [0.049, 0.061, 0.067], [-0.149, -0.201, 0.128], [0.069, 0.349, -0.088], [-0.314, 1.074, -0.255], [-1.225, 0.212, 0.768], [0.253, 0.596, -0.385], [-0.309, -0.555, 0.542], [-0.194, 0.055, 0.187], [-0.698, 1.712, -1.649], [0.558, 0.270, 0.349], [0.078, -0.021, 0.015], [0.016, -0.088, -0.084], [0.056, -0.061, 0.074], [0.647, -1.215, 0.000], [0.111, -0.074, 0.007], [0.071, -0.041, -0.096], [0.039, -0.007, -0.026], [-0.947, 0.637, 0.661], [0.721, 0.283, -0.174], [-0.012, -0.136, 0.002], [-0.059, 0.094, -0.214], [-0.048, -0.300, -0.015], [-0.004, 0.017, 0.193], [-0.095, -0.155, 0.004], [-0.023, -0.158, -0.089], [-0.363, 0.152, -0.068], [-0.031, -0.017, -0.056], [-0.010, 0.057, -0.059], [0.081, 0.163, 0.011], [0.022, 0.030, 0.077], [-0.002, -0.044, 0.062]]
}

---

2.
{
  "formula": "C48H48FN8NaO3S",
  "method": "ωB97M-V/def2-TZVPD",
  "homo_lumo_gap_ev": 3.999,
  "total_charge": -2,
  "homo_ha": -0.0443,
  "de_lowest_kcal_mol": 0.0,
  "lumo_energy_ev": 2.8,
  "species": ["Na", "N", "C", "S", "N", "N", "C", "C", "C", "C", "C", "C", "C", "O", "H", "H", "H", "H", "H", "H", "H", "C", "C", "C", "C", "C", "C", "C", "C", "C", "C", "C", "C", "N", "C", "C", "C", "C", "C", "C", "F", "H", "H", "H", "H", "H", "H", "H", "H", "H", "H", "H", "H", "H", "H", "H", "H", "H", "H", "H", "H", "H", "C", "O", "C", "C", "C", "C", "C", "C", "C", "N", "C", "C", "N", "C", "C", "C", "C", "N", "C", "C", "N", "C", "C", "C", "C", "H", "H", "H", "H", "H", "H", "H", "H", "H", "H", "H", "H", "H", "H", "C", "C", "O", "H", "H", "H", "H", "H", "H"],
  "positions_angstrom": [[-0.165931, 0.582989, -0.006615], [2.878155, -1.527676, 3.637997], [2.306631, -0.602215, 2.746570], [3.247145, -0.303935, 1.307287], [1.205308, -0.089749, 3.177202], [0.466756, 0.754487, 2.339171], [-0.328176, 1.480725, 3.037454], [-1.441235, 2.317441, 2.583745], [-2.375948, 2.651731, 3.568443], [-3.557131, 3.319381, 3.294786], [-3.819574, 3.656930, 1.961590], [-2.915257, 3.371062, 0.965869], [-1.661012, 2.726802, 1.220577], [-0.813605, 2.542087, 0.293770], [3.500401, -2.157146, 3.157696], [2.173588, -1.991323, 4.195613], [-0.244911, 1.385022, 4.124137], [-2.163223, 2.344251, 4.589121], [-4.267910, 3.540598, 4.081487], [-4.755351, 4.146812, 1.706191], [-3.118452, 3.632250, -0.067088], [-1.776562, -1.173653, 5.011525], [-2.448215, -1.544333, 3.689517], [-3.968606, -1.429592, 3.837790], [-2.014958, -2.909096, 3.185024], [-1.853083, -3.959504, 4.078939], [-1.407052, -5.205345, 3.661719], [-1.092015, -5.381315, 2.325937], [-1.241074, -4.357863, 1.391264], [-0.728849, -4.661639, -0.010212], [0.751606, -4.276984, -0.089294], [-1.488682, -4.070627, -1.198891], [-1.739284, -3.102768, 1.805956], [-1.912108, -2.051648, 0.905986], [-3.138810, -1.887108, 0.421395], [-4.265599, -2.749566, 0.594619], [-5.508634, -2.478797, 0.041646], [-5.737343, -1.350276, -0.735556], [-4.653770, -0.490166, -0.959618], [-3.434549, -0.771585, -0.413250], [-2.399068, 0.077786, -0.685367], [-2.032917, -0.144058, 5.273796], [-0.689725, -1.241820, 4.934658], [-2.119659, -1.810622, 5.833703], [-2.126375, -0.823945, 2.934399], [-4.332159, -2.157094, 4.573745], [-4.483441, -1.609993, 2.895565], [-4.236992, -0.427145, 4.184423], [-2.068220, -3.799495, 5.130021], [-1.285559, -6.016413, 4.371337], [-0.709467, -6.340116, 1.984703], [-0.795135, -5.752707, -0.109343], [0.869886, -3.202438, 0.045211], [1.171655, -4.535956, -1.066872], [1.331518, -4.783228, 0.686421], [-1.271691, -3.010113, -1.312890], [-2.570045, -4.178566, -1.092398], [-1.177407, -4.591091, -2.111922], [-4.128888, -3.639686, 1.198609], [-6.322311, -3.173683, 0.228643], [-6.712424, -1.134248, -1.152684], [-4.751486, 0.412659, -1.552068], [5.792398, 5.285981, -12.005153], [6.154787, 5.685750, -10.700119], [5.461296, 5.129553, -9.663439], [5.792449, 5.585838, -8.392321], [5.145093, 5.073360, -7.284218], [4.156822, 4.097583, -7.412629], [3.836535, 3.653347, -8.688577], [4.477819, 4.158959, -9.811498], [3.449440, 3.525378, -6.258100], [2.482194, 2.646818, -6.336391], [2.125499, 2.382244, -5.030558], [2.890439, 3.116264, -4.162724], [3.738045, 3.849996, -4.960174], [2.775685, 3.046407, -2.736874], [3.534900, 3.785211, -1.822843], [3.328884, 3.591352, -0.479831], [2.398974, 2.625576, -0.069888], [1.695194, 1.911622, -0.922287], [1.829485, 2.139015, -2.230302], [0.948105, 1.391430, -3.143977], [-0.007710, 0.631933, -2.590064], [-0.810254, -0.050298, -3.378631], [-0.715047, -0.026959, -4.776511], [0.247209, 0.759311, -5.359517], [1.102676, 1.498363, -4.536189], [6.411513, 5.866147, -12.684211], [4.738738, 5.495121, -12.208116], [5.983077, 4.221179, -12.164855], [6.558833, 6.343354, -8.293187], [5.422523, 5.453334, -6.308246], [3.070430, 2.896251, -8.789602], [4.202962, 3.784691, -10.786935], [4.450085, 4.480327, -4.642358], [4.271576, 4.502687, -2.171276], [3.885279, 4.148255, 0.261968], [2.235955, 2.404926, 0.976854], [-1.569943, -0.646697, -2.883993], [-1.399631, -0.616508, -5.371883], [0.358938, 0.827205, -6.434569], [4.023170, -0.718557, -2.521315], [2.903581, -1.735439, -2.339537], [1.915398, -1.302927, -1.441818], [3.646666, 0.197807, -2.980976], [4.816910, -1.123990, -3.156926], [4.454093, -0.460563, -1.551105], [3.331947, -2.697369, -2.020869], [2.398597, -1.910331, -3.295099], [2.327922, -1.052261, -0.587196]],
  "atomic_forces_ev_per_a": [[0.304, -0.836, -0.117], [0.044, 0.063, 0.011], [0.027, -0.034, -0.082], [-0.044, 0.041, 0.015], [-0.102, -0.011, -0.067], [0.216, 0.041, 0.263], [-0.177, -0.008, -0.116], [0.107, -0.078, 0.049], [-0.027, 0.042, 0.007], [0.042, -0.019, -0.007], [0.016, -0.001, -0.029], [-0.006, 0.094, 0.068], [0.004, 0.106, -0.013], [-0.305, 0.545, 0.176], [-0.012, -0.036, -0.012], [-0.003, 0.001, -0.001], [-0.050, -0.028, 0.035], [-0.006, -0.012, 0.011], [0.003, 0.000, -0.003], [0.004, 0.002, -0.003], [-0.001, 0.000, 0.006], [0.041, 0.030, 0.002], [0.003, 0.025, 0.005], [0.003, -0.001, 0.017], [0.030, 0.005, -0.013], [0.002, -0.029, 0.011], [-0.009, 0.029, -0.006], [-0.028, 0.006, -0.025], [0.007, -0.023, 0.015], [0.004, 0.026, -0.004], [0.026, 0.006, -0.023], [-0.039, -0.012, -0.019], [0.006, -0.010, -0.011], [-0.028, 0.002, 0.038], [-0.019, 0.018, -0.051], [0.001, -0.015, 0.028], [0.023, 0.013, -0.008], [0.018, -0.005, 0.012], [-0.007, 0.003, -0.019], [0.051, -0.113, -0.023], [-0.013, 0.111, -0.029], [0.010, 0.015, -0.006], [-0.020, 0.023, -0.017], [0.007, 0.006, -0.008], [-0.012, 0.008, -0.008], [-0.003, 0.010, -0.008], [0.010, -0.018, -0.014], [0.005, -0.010, -0.006], [-0.003, -0.004, -0.011], [-0.007, -0.002, -0.002], [-0.004, 0.002, 0.007], [0.026, -0.009, 0.006], [0.003, 0.052, -0.005], [0.000, 0.002, 0.003], [-0.013, -0.004, -0.012], [0.010, 0.000, 0.013], [0.026, -0.010, 0.013], [-0.003, 0.012, 0.007], [-0.032, 0.011, -0.005], [-0.001, -0.003, 0.004], [0.003, -0.003, -0.002], [-0.002, -0.007, 0.002], [0.018, -0.004, 0.032], [0.001, 0.043, -0.063], [-0.003, -0.030, 0.001], [-0.014, -0.011, 0.042], [0.048, 0.042, -0.008], [-0.071, -0.051, 0.121], [0.000, -0.007, -0.070], [-0.033, -0.023, 0.039], [0.096, 0.072, -0.115], [-0.055, -0.037, 0.065], [-0.047, -0.087, -0.093], [0.062, 0.059, 0.098], [-0.013, 0.010, 0.032], [0.045, 0.032, -0.090], [0.002, 0.007, 0.021], [0.009, -0.018, 0.000], [0.019, -0.070, -0.017], [-0.089, 0.195, -0.113], [-0.044, -0.101, 0.015], [0.011, -0.019, 0.066], [-0.079, 0.004, -0.011], [0.031, -0.024, 0.036], [0.010, -0.016, 0.009], [-0.005, 0.006, -0.010], [0.027, 0.019, -0.052], [0.009, 0.004, -0.003], [-0.007, 0.007, -0.007], [-0.003, -0.008, -0.001], [-0.004, -0.005, 0.000], [-0.003, -0.002, -0.006], [0.005, 0.004, -0.001], [-0.002, 0.000, 0.002], [0.011, -0.002, 0.002], [-0.003, -0.003, 0.006], [0.004, 0.002, -0.005], [-0.015, -0.005, 0.003], [0.000, 0.022, -0.014], [-0.001, -0.002, -0.002], [-0.003, 0.001, 0.001], [0.022, 0.007, -0.009], [0.034, 0.004, 0.078], [-0.072, 0.034, -0.124], [-0.003, -0.010, 0.013], [-0.016, 0.007, -0.003], [0.003, -0.009, -0.006], [0.008, 0.004, 0.025], [0.000, -0.016, -0.007], [0.004, -0.031, 0.082]]
}

---

3.
{
  "formula": "C3H10N2O",
  "method": "ωB97M-V/def2-TZVPD",
  "homo_lumo_gap_ev": 10.123,
  "homo_ha": -0.3422,
  "de_lowest_kcal_mol": 38.1,
  "lumo_energy_ev": 0.8,
  "smiles": "NC[C@@H](N)CO",
  "species": ["N", "C", "C", "N", "C", "O", "H", "H", "H", "H", "H", "H", "H", "H", "H", "H"],
  "positions_angstrom": [[-2.028013, 0.517584, 0.825692], [-0.601656, 0.924167, 0.745021], [0.176694, 0.410801, -0.474592], [1.529068, 0.999135, -0.376100], [0.191506, -1.129543, -0.467473], [0.753879, -1.593896, -1.730171], [-2.049214, -0.456070, 0.493875], [-2.279217, 0.220990, 1.774493], [-0.026136, 0.785002, 1.663018], [-0.681476, 1.990929, 0.535177], [-0.249361, 0.710798, -1.429987], [1.553848, 1.466045, 0.527465], [2.288229, 0.346750, -0.418114], [0.789803, -1.543319, 0.341366], [-0.839376, -1.475186, -0.504086], [1.471425, -2.174193, -1.505591]],
  "atomic_forces_ev_per_a": [[0.293, -2.206, 0.330], [-1.017, 1.194, -0.839], [0.843, -1.391, 0.850], [-0.874, 0.648, 0.417], [0.277, 0.598, -1.811], [-0.297, 0.479, 0.602], [-0.200, 0.492, -0.730], [0.205, 1.117, 0.240], [-0.023, -0.274, -0.017], [0.420, 0.322, 0.493], [-0.401, 0.089, 0.085], [0.530, -0.009, -0.270], [0.129, -0.440, -0.133], [-0.305, 0.063, 0.389], [-0.015, -0.291, 0.513], [0.433, -0.390, -0.120]]
}

---

Q: What is the formula in the first record?
A: C29H30IrN3O2P